The following is a DFT calculation (ωB97M-V/def2-TZVPD) of C14H14AlBrF6IN3O4S2 as an isolated structure.

Computed properties:
electronic energy	-150106.28446	eV
LUMO energy	-7.42	eV
HOMO energy	-14.84	eV
charge	+2
gap between HOMO and LUMO	7.42	eV
energy relative to the best compared isomer or geometry (same formula, charge and spin)	0.8140	eV

Cartesian coordinates (Å):
Al1 -0.78867 -0.25257 0.81005
F1 -3.55267 1.60201 5.07703
C1 -2.50480 1.50511 4.30871
F2 -2.13166 2.69621 3.88502
F3 -1.50339 0.92316 4.92976
S1 -2.84823 0.49209 2.74746
O1 -1.54797 0.76276 1.96380
O2 -3.96335 0.93648 2.01345
N1 -2.82689 -1.00773 3.17227
S2 -2.54441 -2.22406 2.24077
O3 -1.64020 -1.71177 1.09847
O4 -2.02857 -3.34907 2.88880
C2 -4.10664 -2.62000 1.24406
F4 -5.17286 -2.51143 1.99690
F5 -4.13632 -1.70998 0.27548
F6 -4.01480 -3.82001 0.73097
Br1 -3.80215 -0.07158 -2.99036
C3 -3.21725 1.69467 -3.31068
C4 -3.93513 2.52853 -4.16496
C5 -3.55066 3.84431 -4.34741
C6 -2.45341 4.35434 -3.67238
C7 -1.69104 3.52852 -2.85387
C8 -2.09060 2.21863 -2.69722
I1 -0.75552 0.83829 -1.51238
H1 -4.79299 2.13073 -4.68605
H2 -4.12255 4.47314 -5.01146
H3 -2.17659 5.39310 -3.77337
H4 -0.80634 3.91693 -2.37483
N2 0.99204 -0.61468 1.05600
C9 2.04736 -0.90642 0.60944
N3 3.17025 -1.13399 0.11185
C10 3.61803 -2.46499 -0.31856
C11 4.96150 -2.81656 0.33867
C12 5.73977 -1.55423 0.72981
C13 5.49342 -0.45440 -0.29866
C14 4.04848 0.02029 -0.18771
H5 3.72179 -2.43031 -1.40782
H6 2.84603 -3.19680 -0.07146
H7 5.53989 -3.40385 -0.37646
H8 4.80204 -3.43391 1.22126
H9 6.80222 -1.78201 0.78503
H10 5.42429 -1.20392 1.71578
H11 5.71616 -0.82075 -1.30211
H12 6.13919 0.40160 -0.10742
H13 3.70509 0.49552 -1.11189
H14 3.93814 0.73861 0.62624

---

The following is a DFT calculation (ωB97M-V/def2-TZVPD) of C34H51BrN2P2V as an isolated structure.

Computed properties:
electronic energy	-153348.80317	eV
LUMO energy (alpha / beta)	-7.63 / -7.11	eV
HOMO energy (alpha / beta)	-11.92 / -11.91	eV
spin multiplicity	4
charge	+2
gap between HOMO and LUMO (alpha / beta)	4.28 / 4.79	eV
⟨S²⟩	3.84

Cartesian coordinates (Å):
C1 -0.03295 -3.15744 -6.28672
C2 0.53040 -1.90030 -5.93227
C3 1.42744 -1.30704 -6.82975
C4 1.70307 -1.94187 -8.04587
N1 1.15213 -3.10988 -8.38763
C5 0.30865 -3.71133 -7.53514
C6 0.25552 -1.24305 -4.67751
C7 0.10979 -0.80007 -3.51944
C8 0.33930 -1.39629 -2.19466
C9 -0.70821 -2.10395 -1.60241
C10 -0.56656 -2.50860 -0.27839
C11 0.60083 -2.25833 0.47863
C12 1.67838 -1.66118 -0.18850
C13 1.42610 -1.00473 -1.40990
V1 -0.29544 -0.26724 -0.57837
P1 -2.10630 1.32590 0.27734
H1 1.89513 -0.35389 -6.56828
H2 -0.71263 -3.67263 -5.61442
H3 2.38282 -1.48306 -8.77084
H4 -0.11645 -4.66226 -7.86760
H5 2.12846 -0.35208 -1.93184
H6 -1.62620 -2.18572 -2.17483
H7 2.70594 -1.62352 0.17289
H8 -1.35107 -3.13039 0.13220
C14 -2.13528 2.29411 1.87186
C15 -2.34262 3.80663 1.83738
H9 -1.20275 2.02365 2.38678
H10 -2.91672 1.82939 2.48567
H11 -2.40820 4.17320 2.87310
H12 -1.50303 4.32547 1.35796
H13 -3.27594 4.08197 1.32600
C16 -1.17151 2.29863 -0.97019
C17 -1.91272 2.62649 -2.26798
H14 -0.25291 1.70051 -1.21375
H15 -0.85864 3.22512 -0.46300
H16 -1.24697 3.22510 -2.90553
H17 -2.17874 1.72424 -2.83298
H18 -2.82094 3.21860 -2.09701
C18 -3.84946 1.16309 -0.25302
C19 -4.79076 2.34519 -0.01767
H19 -4.22438 0.26681 0.26477
H20 -3.81533 0.90150 -1.32125
H21 -5.76784 2.08730 -0.45309
H22 -4.94550 2.54594 1.05261
H23 -4.43947 3.26903 -0.50048
Br1 0.23993 -0.14649 2.13082
P2 3.26584 2.70540 0.40773
C20 1.63828 3.52194 0.38749
C21 1.78176 5.00979 0.72548
H24 0.98374 2.99653 1.09790
H25 1.20180 3.40116 -0.61191
H26 0.92064 5.58681 0.36652
H27 1.86898 5.17321 1.80526
H28 2.67899 5.43438 0.25462
C22 3.36056 1.68682 1.90440
C23 4.75046 1.66770 2.54548
H29 3.02468 0.67400 1.65784
H30 2.65079 2.12219 2.61644
H31 4.71329 1.18520 3.52694
H32 5.47320 1.12095 1.93661
H33 5.12351 2.68684 2.68855
C24 3.30665 1.57669 -1.01532
C25 4.17303 2.10168 -2.16446
H34 2.25479 1.49709 -1.33308
H35 3.65672 0.59309 -0.66821
H36 4.37334 1.29788 -2.88772
H37 3.66156 2.91934 -2.68890
H38 5.13286 2.47442 -1.77872
C26 -0.19283 -3.04588 5.06804
N2 0.55951 -2.84110 3.80738
C27 1.97489 -3.31724 3.91042
C28 -0.11141 -3.36152 2.58620
C29 -1.52469 -2.93346 2.59249
C30 -2.61264 -3.78869 2.90025
C31 -3.90384 -3.24938 2.98630
C32 -4.12712 -1.89498 2.75816
C33 -3.03533 -1.08037 2.35519
C34 -1.82436 -1.64598 2.23406
H39 -0.46922 -4.09720 5.21285
H40 -1.08542 -2.42202 5.06325
H41 0.45928 -2.73184 5.88224
H42 0.58369 -1.80345 3.59744
H43 2.00538 -4.41593 3.87463
H44 2.53036 -2.88900 3.06050
H45 2.37285 -2.94507 4.85439
H46 0.55024 -2.74691 1.64748
H47 0.07608 -4.43053 2.47191
H48 -2.46661 -4.85096 3.11082
H49 -4.74893 -3.89392 3.28143
H50 -5.13103 -1.48263 2.86755
H51 -3.18273 -0.04154 2.14640

---

The following is a DFT calculation (ωB97M-V/def2-TZVPD) of one molecule with the formula C6H9N.

Computed properties:
electronic energy	-7852.46025	eV
LUMO energy (alpha / beta)	-0.12 / -0.12	eV
HOMO energy (alpha / beta)	-7.15 / -7.15	eV
gap between HOMO and LUMO (alpha / beta)	7.03 / 7.03	eV
energy relative to the best compared isomer or geometry (same formula, charge and spin)	5.6994	eV

Cartesian coordinates (Å):
C1 -1.07758 2.25124 -1.78330
C2 -0.11238 1.18447 -1.32477
C3 0.18200 1.20438 0.03539
C4 0.62931 0.28365 0.96409
N1 0.25405 -1.00114 1.09508
C5 1.06162 -2.12488 1.45937
C6 0.36082 -2.05018 0.12712
H1 -0.57584 3.00727 -2.40853
H2 -1.65485 2.79045 -1.00940
H3 -1.78938 1.76917 -2.46804
H4 1.16531 0.66509 1.83554
H5 -0.04096 2.04793 0.70618
H6 0.65721 -2.76463 2.24076
H7 2.13576 -1.96324 1.48987
H8 0.95272 -1.81453 -0.75006
H9 -0.53681 -2.64114 -0.03223

---

The following is a DFT calculation (ωB97M-V/def2-TZVPD) of a 12-piece molecular cluster, C27H72BrN2O11 overall.

Computed properties:
electronic energy	-124695.70232	eV
LUMO energy	-4.82	eV
HOMO energy	-11.68	eV
charge	+1
gap between HOMO and LUMO	6.86	eV
energy relative to the best compared isomer or geometry (same formula, charge and spin)	3.7569	eV

Cartesian coordinates (Å):
N1 -2.00600 0.31857 -4.30621
C1 -0.82740 0.63317 -3.37752
C2 0.68397 0.24387 -3.90268
C3 1.94821 0.53880 -2.88001
C4 1.57231 1.24983 -1.41872
C5 -0.03253 1.59088 -1.09331
Br1 -0.52160 2.46989 0.64389
N2 -1.16947 1.27283 -2.04784
H1 -1.75359 -0.63847 -4.69594
H2 -2.79593 0.09610 -3.63117
H3 0.87874 -0.23113 -4.95598
H4 3.05021 0.24854 -3.19195
H5 2.39732 1.52693 -0.63654
H6 -2.16936 1.48682 -1.81357
C6 0.26391 -3.91392 -0.78229
C7 0.12598 -3.68116 -2.27259
O1 -0.38355 -2.37801 -2.51495
H7 -0.70448 -3.80082 -0.28392
H8 0.65143 -4.91596 -0.57827
H9 0.93955 -3.17693 -0.33602
H10 -0.56685 -4.40560 -2.71072
H11 1.09243 -3.77961 -2.77630
H12 0.24303 -1.74191 -2.12947
C8 6.05671 2.61577 -3.98856
C9 5.98678 1.85405 -2.68124
O2 5.95206 0.45725 -2.93489
H13 5.19279 2.37930 -4.61837
H14 6.07964 3.69452 -3.81067
H15 6.95020 2.33264 -4.55453
H16 5.08156 2.12342 -2.12915
H17 6.85385 2.07510 -2.05134
H18 6.76403 0.22680 -3.41801
C10 -3.40345 -0.76348 0.78131
C11 -3.97680 0.61144 0.50735
O3 -4.29305 0.73932 -0.87113
H19 -2.50265 -0.93120 0.18183
H20 -3.15014 -0.87675 1.83908
H21 -4.11974 -1.54402 0.50471
H22 -3.24986 1.38753 0.76431
H23 -4.88515 0.78176 1.09329
H24 -4.94544 0.05121 -1.08725
C12 -3.68055 4.33848 3.03403
C13 -3.75049 3.57676 4.34135
O4 -3.78521 2.17997 4.08771
H25 -4.54448 4.10202 2.40422
H26 -3.65763 5.41723 3.21192
H27 -2.78707 4.05535 2.46806
H28 -4.65570 3.84613 4.89344
H29 -2.88342 3.79782 4.97125
H30 -2.97324 1.94951 3.60458
C14 1.96835 -4.45716 3.96867
C15 0.92257 -4.87800 2.95703
O5 1.53318 -5.11070 1.69625
H31 2.48102 -3.54834 3.63675
H32 1.51316 -4.26951 4.94512
H33 2.73394 -5.23201 4.07954
H34 0.17183 -4.09201 2.83293
H35 0.41450 -5.79339 3.27543
H36 2.19212 -5.81598 1.81541
C16 -7.68604 2.44790 3.06241
C17 -8.01061 2.92406 1.66165
O6 -6.81955 3.31299 0.99331
H37 -7.18816 3.23937 3.63217
H38 -8.59429 2.14854 3.59283
H39 -6.99831 1.59648 3.03249
H40 -8.68029 3.78841 1.69666
H41 -8.49689 2.13398 1.08137
H42 -6.23516 2.53634 0.96001
C18 -3.95109 3.50711 -7.01055
C19 -3.63830 4.09878 -5.65177
O7 -3.71362 3.09053 -4.65461
H43 -4.95125 3.06145 -7.01519
H44 -3.90168 4.27254 -7.79000
H45 -3.24508 2.70722 -7.25656
H46 -4.35915 4.88229 -5.40024
H47 -2.63479 4.53481 -5.63516
H48 -3.06388 2.40372 -4.88255
C20 3.45191 0.10440 3.77572
C21 3.38198 -0.65732 5.08304
O8 3.34726 -2.05411 4.82939
H49 2.58799 -0.13206 3.14591
H50 3.47484 1.18315 3.95361
H51 4.34540 -0.17872 3.20975
H52 2.47676 -0.38795 5.63513
H53 4.24905 -0.43626 5.71294
H54 4.15923 -2.28456 4.34627
C22 -2.92347 -6.43872 1.76316
C23 -2.12728 -7.72706 1.78410
O9 -1.21920 -7.75395 0.69267
H55 -3.47745 -6.34396 0.82344
H56 -3.63156 -6.40424 2.59581
H57 -2.25860 -5.57134 1.82954
H58 -2.79344 -8.59028 1.69536
H59 -1.56028 -7.82294 2.71510
H60 -0.62678 -6.98827 0.78533
C24 6.38792 2.19406 7.82536
C25 5.59474 2.87518 6.72940
O10 4.60008 1.99295 6.23051
H61 6.86298 1.28292 7.44709
H62 7.16201 2.85944 8.21768
H63 5.73168 1.89272 8.64837
H64 6.25042 3.15480 5.89953
H65 5.10598 3.78011 7.10312
H66 4.01810 1.75731 6.97320
C26 3.42250 0.21779 -7.00558
C27 4.35903 0.89231 -7.98645
O11 5.67105 0.36823 -7.84327
H67 3.76740 0.36981 -5.97754
H68 2.40756 0.61383 -7.10002
H69 3.39637 -0.86346 -7.17593
H70 4.39919 1.96931 -7.79867
H71 4.02817 0.73383 -9.01740
H72 5.62606 -0.58700 -8.02028

---

> Look up the electronic energy of the fourth one.

-124695.70232 eV

---

> The highest electronic energy belongs to which entry?

C6H9N